C9H15N2O2P in the gas phase, computed with the ωB97M-V functional and the def2-TZVPD basis.

Last column: natural (NBO) charge in e.
CARTESIAN COORDINATES (ANGSTROEM)
H  1.889  2.225  -1.302  0.214
H  4.017  1.247  -0.165  0.240
H  -1.102  2.867  1.769  0.218
O  -0.578  1.444  -0.580  -0.517
H  -4.283  -0.812  0.028  0.244
H  -3.204  0.190  -1.096  0.229
H  -2.372  1.561  0.233  0.209
N  0.659  -0.446  -0.237  -0.263
O  3.698  -1.244  0.797  -0.517
C  -1.095  1.815  1.845  -0.638
H  -1.064  -0.925  -1.415  0.229
H  0.380  -2.981  0.555  0.263
C  3.143  0.689  -0.566  -0.506
C  -3.214  -0.783  -0.512  -0.946
H  -2.968  -1.724  -1.197  0.234
C  2.881  -0.597  0.188  0.530
N  1.691  -1.157  0.077  -0.172
C  -0.498  -1.254  -0.506  -0.270
P  -1.812  -0.724  0.778  0.738
H  -0.115  1.575  2.208  0.213
H  3.242  0.568  -1.611  0.231
C  -0.154  -2.695  -0.385  -0.647
H  2.021  2.320  0.434  0.226
H  -1.856  1.566  2.745  0.227
C  -1.438  1.076  0.573  -0.208
C  2.006  1.616  -0.366  -0.455
H  -1.029  -3.354  -0.707  0.221
H  0.453  -2.920  -1.282  0.225
C  0.699  0.859  -0.299  0.447

Results
2S+1 = 3
HOMO (alpha / beta) = -0.2096 / -0.3405 hartree
HOMO-LUMO gap (alpha / beta) = 6.41 / 7.85 eV
charge = 0
LUMO level (alpha / beta) = 0.0261 / -0.0520 Ha